[1]
Density functional theory data (ωB97M-V/def2-TZVPD) for 4 unconnected molecules or ions with the total composition C8H24O4 at a distorted geometry.

Each line ends with the Mulliken charge.
Element x y z (Å)
C -1.08 2.21 3.24  -0.96
C 0.13 1.77 2.45  -0.19
O -0.08 1.95 1.06  -0.55
H -1.29 3.26 3.04  0.34
H -0.89 2.11 4.31  0.31
H -1.94 1.61 2.95  0.17
H 0.36 0.72 2.66  0.18
H 1.01 2.36 2.74  0.32
H -0.09 1.09 0.64  0.39
C 0.46 -1.91 -1.58  -1.26
C -0.19 -0.80 -0.79  -0.13
O 0.12 -0.94 0.63  -0.53
H 0.23 -1.78 -2.64  0.36
H 0.05 -2.88 -1.30  0.41
H 1.54 -1.89 -1.46  0.30
H -1.27 -0.84 -0.90  0.19
H 0.21 0.16 -1.09  0.38
H -0.16 -1.84 0.85  0.25
C 2.80 0.64 -3.88  -0.89
C 3.11 1.50 -5.08  -0.27
O 4.34 2.18 -4.85  -0.52
H 1.73 0.42 -3.82  0.24
H 3.06 1.16 -2.96  0.32
H 3.30 -0.33 -3.94  0.30
H 2.30 2.22 -5.25  0.28
H 3.19 0.87 -5.98  0.25
H 4.48 2.82 -5.56  0.29
C -3.31 -1.43 3.66  -1.19
C -2.44 -1.62 2.42  0.34
O -1.83 -2.90 2.33  -0.56
H -2.72 -1.46 4.57  0.30
H -4.13 -2.15 3.67  0.40
H -3.79 -0.44 3.59  0.32
H -1.64 -0.87 2.43  -0.12
H -3.03 -1.42 1.52  0.22
H -2.54 -3.55 2.30  0.31

Computed properties:
* HOMO: -9.8 eV
* frontier orbital gap: 10.5 eV
* E_LUMO: 0.02493 hartree
* largest force on an atom: 0.020 Eh/bohr
* SMILES: CCO.CCO.CCO.CCO
* total charge: 0
* E_tot: -16874.109 eV
* energy above the lowest of the compared OMol25 structures with the same formula, charge and spin: 13.8 kcal/mol

[2]
Density functional theory data (ωB97M-V/def2-TZVPD) for a single C3H4N2O molecule.

Each line ends with the Mulliken charge.
Element x y z (Å)
N -0.49 0.84 -0.59  -0.07
C -0.73 -0.36 -1.26  0.03
O -0.32 -1.43 -0.88  -0.47
C 0.82 -0.42 1.18  -0.44
C 0.21 0.68 0.56  0.53
N 0.73 1.16 1.60  -0.59
H -0.84 1.73 -0.92  0.21
H -1.35 -0.25 -2.15  0.35
H 1.74 -0.82 0.74  0.22
H 0.22 -1.14 1.73  0.23

Computed properties:
* HOMO: -9.7 eV
* frontier orbital gap: 10.3 eV
* E_LUMO: 0.02247 hartree
* largest force on an atom: 0.019 Eh/bohr
* SMILES: O=CNC1=NC1
* total charge: 0
* E_tot: -8201.215 eV
* energy above the lowest of the compared OMol25 structures with the same formula, charge and spin: 61.6 kcal/mol

[3]
Density functional theory data (ωB97M-V/def2-TZVPD) for 2 unconnected molecules or ions with the total composition C4H10N2 at a distorted geometry.

Each line ends with the Mulliken charge.
Element x y z (Å)
C 0.63 -0.68 -2.10  -0.73
C 0.13 -0.65 -1.04  -0.05
C -1.51 0.90 1.37  -0.73
C 0.68 0.94 1.88  -0.68
N 1.07 -0.65 -3.41  -0.32
N -0.34 0.25 1.41  0.17
H -2.14 0.85 0.44  0.31
H -2.04 0.25 1.97  0.41
H -1.52 1.89 1.84  0.38
H 1.46 0.89 1.03  0.28
H 0.58 1.97 2.21  0.38
H 1.34 0.35 2.55  0.38
H 0.89 -1.49 -3.99  0.41
H 2.11 -0.39 -3.33  0.44
H 0.44 0.17 -3.91  0.49
H -0.16 -1.07 -0.17  0.87

Computed properties:
* HOMO (spin up / spin down): -18.8 / -20.0 eV
* spin multiplicity: 3
* frontier orbital gap (spin up / spin down): 11.3 / 7.6 eV
* E_LUMO (spin up / spin down): -0.27894 / -0.45806 hartree
* largest force on an atom: 0.147 Eh/bohr
* ⟨S²⟩: 2.01
* total charge: +2
* E_tot: -7264.148 eV

[4]
Density functional theory data (ωB97M-V/def2-TZVPD) for a single C2H7NO3S2 molecule at a distorted geometry.

Each line ends with the Mulliken charge.
Element x y z (Å)
C 1.51 -1.08 0.26  -0.91
C -0.67 0.08 0.50  -0.09
N 0.10 -0.95 -0.16  -0.42
O -0.17 1.43 -1.76  -0.42
O -1.26 2.61 -0.02  -0.58
O 1.13 1.90 0.35  -0.59
S -2.49 -0.01 0.16  -0.20
S -0.20 1.66 -0.19  1.04
H 1.69 -1.56 1.21  0.31
H 1.87 -1.72 -0.52  0.37
H 1.82 -0.10 0.00  0.37
H -0.29 0.14 1.58  0.34
H 0.39 0.68 -2.02  0.36
H -0.46 -1.90 -0.12  0.26
H -2.96 -1.18 0.75  0.15

Computed properties:
* HOMO: -9.8 eV
* frontier orbital gap: 10.1 eV
* E_LUMO: 0.01201 hartree
* largest force on an atom: 0.075 Eh/bohr
* SMILES: CN[C@H](S)S(=O)(=O)O
* total charge: 0
* E_tot: -31488.767 eV
* energy above the lowest of the compared OMol25 structures with the same formula, charge and spin: 36.1 kcal/mol